A molecular structure, C26H45ClNPPtS in a non-equilibrium geometry. Source: the OMol25 dataset; level of theory: ωB97M-V/def2-TZVPD.

Structure (ORCA input):
```
! RIJCOSX wB97M-V def2-TZVPD def2/J DEFGRID3
* xyz 0 5
Pt 0.66061 -0.06043 0.41069
P -0.00707 0.54496 -2.13592
Cl 1.07263 2.26023 0.34047
C -1.15845 0.15433 -0.76109
H -2.07684 -0.46878 -0.94992
H -1.47644 1.02430 -0.17017
C 1.88149 0.75654 -2.46592
C -0.80679 2.20882 -2.41987
C 2.36360 0.88531 -3.92321
H 2.06096 1.71872 -1.96027
C 3.84928 1.28760 -3.99676
H 2.25275 -0.07272 -4.44892
H 1.77935 1.62320 -4.48448
C 4.76835 0.35880 -3.19358
H 4.18104 1.30801 -5.04350
H 3.96087 2.31171 -3.61593
C 4.22898 0.08978 -1.78623
H 4.87850 -0.59573 -3.72519
H 5.77287 0.79279 -3.12296
C 2.74277 -0.30570 -1.77943
H 4.82038 -0.69443 -1.29670
H 4.33787 0.99784 -1.17732
H 2.61387 -1.26505 -2.30129
H 2.43451 -0.46615 -0.71648
C -0.62370 -0.57480 -3.49413
C -2.29256 2.04872 -2.76614
H -0.70168 2.69665 -1.43705
C -2.98133 3.40268 -2.65186
H -2.39748 1.67148 -3.79103
H -2.79451 1.31688 -2.12117
C -2.30935 4.42931 -3.56990
H -4.04288 3.28484 -2.89889
H -2.91723 3.73976 -1.60852
C -0.78179 4.49908 -3.40731
H -2.54689 4.18367 -4.61385
H -2.73483 5.41762 -3.36957
C -0.10386 3.12454 -3.41277
H -0.34557 5.11758 -4.20056
H -0.55426 4.99030 -2.45099
H -0.13556 2.70894 -4.43120
H 0.95424 3.23473 -3.13898
C 0.14872 -1.89112 -3.63058
H -1.66216 -0.79667 -3.19125
C -0.56887 -2.83356 -4.60126
H 1.16746 -1.68772 -3.99231
H 0.25963 -2.39127 -2.66392
C -0.81931 -2.19927 -5.97447
H 0.01984 -3.75002 -4.71406
H -1.53342 -3.12115 -4.16321
C -1.41684 -0.79034 -5.87446
H 0.12754 -2.15094 -6.52970
H -1.49617 -2.83460 -6.55641
C -0.66256 0.09178 -4.87981
H -1.41424 -0.31451 -6.86274
H -2.46520 -0.86456 -5.55285
H 0.36292 0.24500 -5.24216
H -1.12837 1.08134 -4.84928
C -0.05751 -1.93556 -0.03570
C -1.58255 -1.85699 -0.43242
H 0.48782 -2.07087 -0.97318
C -2.55069 -2.44458 0.59084
H -1.76637 -2.27670 -1.45131
C -1.96659 -2.75972 1.98054
H -3.37514 -1.73132 0.69922
H -3.04230 -3.36148 0.22589
C -0.71840 -3.58595 1.89697
H -1.75429 -1.82293 2.49908
H -2.72409 -3.22846 2.61282
C 0.36376 -3.03828 0.90286
H -0.25109 -3.73007 2.87964
H -0.95767 -4.59982 1.56936
H 1.22024 -2.66704 1.48991
H 0.75836 -3.87291 0.29182
S 1.66526 -0.33823 2.47994
C 0.24707 -0.14504 3.37602
N -0.74046 -0.01244 4.00999
*
```

- HOMO-LUMO gap (spin up / spin down) (eV) = 5.421 / 5.984
- LUMO level (spin up / spin down) (eV) = 0.3 / -2.5
- HOMO energy (spin up / spin down) (eV) = -5.09 / -8.45
- molar mass (g/mol) = 665.2
- energy above the lowest of the compared OMol25 structures with the same formula, charge and spin (kcal per mole) = 5.3
- E_tot (eV) = -65067.544


9 unconnected molecules or ions with the total composition C36H81N3O15S6 in a non-equilibrium geometry. Source: the OMol25 dataset; level of theory: ωB97M-V/def2-TZVPD.

Structure (ORCA input):
```
! RIJCOSX wB97M-V def2-TZVPD def2/J DEFGRID3
* xyz 0 1
O -4.46002 -1.31060 1.88298
S -5.22144 -0.37381 2.66131
O -6.31961 -0.84909 3.45882
C -4.08367 0.65269 3.62796
C -4.68923 2.04498 3.46403
C -4.91678 2.13444 1.96744
C -5.89185 1.00366 1.69439
H -3.15339 0.56132 3.05433
H -3.85252 0.22614 4.60046
H -5.59694 1.99484 4.07689
H -4.09216 2.83196 3.92423
H -3.98301 1.96728 1.42553
H -5.27533 3.11239 1.64383
H -5.96088 0.72080 0.64379
H -6.89451 1.22353 2.05055
O 2.88583 1.91886 1.02721
S 3.89662 2.14249 2.02326
O 3.61908 2.94535 3.18895
C 4.80794 0.65858 2.44735
C 5.95381 0.60068 1.45288
C 6.53490 2.01552 1.41403
C 5.30694 2.89947 1.16852
H 4.20183 -0.24480 2.51836
H 5.16048 0.88348 3.45796
H 6.68086 -0.16165 1.73299
H 5.58749 0.31540 0.46337
H 7.20263 2.16206 0.56342
H 7.11181 2.26668 2.30451
H 5.05879 2.73035 0.11757
H 5.34192 3.97028 1.34029
O 2.35718 -3.55593 -4.46890
S 1.13472 -3.61280 -5.22975
O 0.55964 -4.90181 -5.53542
C -0.13646 -2.55477 -4.52074
C 0.06756 -1.22280 -5.21142
C 0.51483 -1.41543 -6.67014
C 1.36085 -2.72513 -6.78571
H -0.14954 -2.62977 -3.44007
H -1.01767 -2.99850 -4.99898
H -0.78167 -0.54355 -5.10130
H 0.82703 -0.67713 -4.63474
H 1.04093 -0.51239 -6.96023
H -0.37886 -1.62901 -7.25680
H 2.40966 -2.47348 -6.89196
H 0.88843 -3.34592 -7.53618
O 2.15775 -1.71983 5.19198
S 2.40962 -2.75677 4.23673
O 2.90103 -2.45077 2.91506
C 3.38596 -4.02477 5.07570
C 2.70838 -5.35039 4.80339
C 1.19864 -5.06628 4.84459
C 0.96828 -3.80843 4.02389
H 3.25396 -3.74085 6.12318
H 4.43923 -3.84158 4.86953
H 3.00584 -5.74101 3.82557
H 2.98424 -6.13020 5.51169
H 0.82417 -5.03277 5.86528
H 0.63209 -5.84507 4.32761
H 0.02144 -3.30860 4.24055
H 0.87490 -3.91504 2.93864
O 1.16923 -2.96480 -1.55003
S 1.38850 -3.82752 -0.41965
O 0.32292 -4.11341 0.50827
C 2.08246 -5.39443 -0.96757
C 3.06476 -5.80157 0.14381
C 3.33430 -4.60734 1.10324
C 2.90900 -3.32328 0.40451
H 2.62290 -5.17034 -1.88412
H 1.22732 -6.05546 -1.06973
H 2.65650 -6.63438 0.72055
H 3.96942 -6.23193 -0.28384
H 4.40397 -4.54503 1.29794
H 2.73734 -4.71202 2.00652
H 3.54473 -2.96737 -0.40289
H 2.64131 -2.51448 1.08210
O 1.19271 2.01000 8.99876
S 0.97054 3.08147 8.08220
O 0.09597 4.15486 8.48275
C 2.53305 3.82601 7.45463
C 2.55093 3.39715 6.00629
C 1.11529 3.37664 5.48311
C 0.39913 2.47873 6.48225
H 3.31953 3.39514 8.06820
H 2.31605 4.86541 7.69021
H 3.20148 4.05262 5.41872
H 3.06787 2.45067 5.83269
H 1.09986 2.94240 4.48530
H 0.72245 4.39253 5.44506
H 0.77273 1.45730 6.40032
H -0.68659 2.52255 6.48016
C -7.30854 1.97237 -5.38295
O -6.29253 2.54994 -4.59314
C -5.01230 2.02015 -4.84409
C -4.72145 0.77944 -4.00841
C -4.80108 1.07113 -2.53123
N -3.46766 0.09467 -4.32429
H -8.15058 2.65528 -5.49328
H -7.70720 1.05189 -4.94130
H -6.92463 1.75723 -6.38639
H -4.74931 2.06246 -5.90884
H -4.29786 2.79487 -4.50494
H -5.54562 0.08694 -4.24262
H -5.84328 1.27696 -2.27235
H -4.26685 1.98703 -2.25876
H -4.49721 0.21577 -1.92975
H -2.74370 0.59721 -3.82626
H -3.26570 -0.01024 -5.30577
C 0.35992 0.34163 3.11419
O -0.20890 0.86109 1.93763
C -0.01735 0.01324 0.80806
C -0.81511 0.57559 -0.33364
C -0.76449 -0.43299 -1.48180
N -0.34439 1.86263 -0.81765
H -0.18676 -0.44867 3.65967
H 0.22932 1.20259 3.77304
H 1.36645 -0.05455 2.95823
H 1.05199 0.03112 0.55726
H -0.34649 -1.00015 1.07262
H -1.87879 0.60069 -0.08596
H -1.41550 -1.28389 -1.26269
H 0.22709 -0.81663 -1.73108
H -1.17892 -0.04132 -2.41768
H -0.29290 2.55168 -0.07478
H 0.59614 1.82459 -1.19212
C -2.21078 2.13895 -7.00384
O -1.64498 2.36542 -5.72820
C -0.74536 3.46638 -5.67140
C -0.18841 3.48860 -4.27989
C 0.80561 2.34523 -4.01436
N -1.33012 3.60163 -3.36229
H -1.36418 1.84139 -7.64168
H -2.84064 2.91800 -7.42976
H -2.71446 1.18809 -6.82874
H 0.01794 3.34574 -6.45693
H -1.29663 4.36916 -5.96325
H 0.35740 4.40268 -4.02237
H 1.54390 2.47633 -4.81560
H 0.42706 1.32704 -3.99479
H 1.33912 2.50396 -3.07762
H -1.93236 2.80276 -3.52177
H -1.17634 3.61620 -2.36445
*
```

- HOMO-LUMO gap (eV) = 8.597
- LUMO level (eV) = 0.0
- HOMO energy (eV) = -8.55
- molar mass (g/mol) = 988.5
- E_tot (eV) = -138834.912


C3H5NO3 in the gas phase in a non-equilibrium geometry. Source: the OMol25 dataset; level of theory: ωB97M-V/def2-TZVPD.

Structure (ORCA input):
```
! RIJCOSX wB97M-V def2-TZVPD def2/J DEFGRID3
* xyz 0 1
C -0.41744 0.65054 0.14829
C -2.97021 0.44367 -0.11737
C 1.13407 0.58926 0.25573
N -0.87622 -0.54804 0.25034
O -2.26410 -0.73931 0.17798
O -4.19495 0.18940 -0.08616
O 1.74115 -0.55714 -0.28069
H 1.65527 1.52382 0.06779
H 1.11246 0.56741 1.35761
H -0.43544 -1.53448 0.51899
H -4.34158 -0.79748 -0.13548
H 2.58606 -0.15591 -0.66077
*
```

- HOMO-LUMO gap (eV) = 8.627
- LUMO level (eV) = 0.6
- HOMO energy (eV) = -7.99
- molar mass (g/mol) = 103.1
- energy above the lowest of the compared OMol25 structures with the same formula, charge and spin (kcal per mole) = 180.9
- E_tot (eV) = -10817.845


4 unconnected molecules or ions with the total composition C3H6F2O in a non-equilibrium geometry. Source: the OMol25 dataset; level of theory: ωB97M-V/def2-TZVPD.

Structure (ORCA input):
```
! RIJCOSX wB97M-V def2-TZVPD def2/J DEFGRID3
* xyz 0 1
C 1.05133 -0.70116 -0.70232
C -0.12011 0.23972 -0.67202
C -1.10050 0.22394 0.62655
H 0.59628 -1.23512 -2.00284
H 0.55938 -1.39513 0.74166
H 2.53404 -0.05169 -0.53570
H -1.51866 1.26109 0.65766
H -1.82272 -0.45467 0.28605
H 0.24593 0.45482 1.92898
O -0.35720 -0.18862 1.69985
F 0.78725 1.37241 -0.23420
F -0.85501 0.47441 -1.79368
*
```

- HOMO-LUMO gap (eV) = 10.114
- LUMO level (eV) = 0.2
- HOMO energy (eV) = -9.94
- molar mass (g/mol) = 96.1
- energy above the lowest of the compared OMol25 structures with the same formula, charge and spin (kcal per mole) = 170.7
- E_tot (eV) = -10683.125


> Which formula does entry 4 have?

C3H6F2O